CF4NiO3P as an isolated structure in a non-equilibrium geometry, computed with ωB97M-V/def2-TZVPD.

Last column: Löwdin charge in e.
Atoms and positions in Å:
C -1.1809 -1.0460 0.0563  -0.6373
O -0.7848 0.0558 -0.7640  -0.2257
O -0.1029 -1.1939 0.8109  0.0101
O -2.2151 -1.6240 0.0355  0.1773
Ni -1.4410 2.0325 -0.1134  0.8979
P 0.7981 0.1019 -0.0236  0.3783
F 1.3444 1.3221 -0.9203  -0.1250
F 0.1065 1.2964 1.0052  -0.2913
F 2.0387 0.0162 0.9706  -0.0831
F 1.4370 -0.9611 -1.0572  -0.1012

Calculated values
spin multiplicity	4
highest occupied orbital energy (alpha / beta)	-9.3 / -12.1	eV
<S²>	3.75
energy	-2513.04324	Ha